72
Properties=species:S:1:pos:R:3:mulliken_charge:R:1 method="wB97M-V/def2-TZVPD" homo_energy_ev=-11.5 orbital_gap_ha=0.3054 total_charge=+1
C 1.4394 2.6303 -1.6818 -1.176
C 1.9887 1.1984 -1.4204 0.514
B 0.9110 0.1656 -1.8022 0.549
O 0.7666 -0.4634 -3.0053 -0.485
P -0.4419 -0.4085 -0.4447 -0.572
C -0.6215 0.8749 0.7913 0.181
C -1.6746 0.7465 1.9004 -0.379
C -1.7800 2.0386 2.7150 -1.154
C -0.4547 2.5530 3.2682 -0.742
N 0.3442 3.1940 2.2182 0.025
C 1.7269 3.1977 2.1666 0.451
C 2.4882 1.9820 2.6413 -0.798
O 2.3057 4.1235 1.6484 -0.741
C -2.0168 -0.7410 -1.3086 -0.398
Cl -2.4411 0.8658 -1.9435 -0.021
C -3.0462 -1.4919 -0.4198 0.730
C -3.1408 -2.9543 -0.8471 -1.071
Cl -4.6426 -0.7127 -0.4340 -0.090
N -0.0175 -1.8435 0.3304 0.804
C 0.3488 -2.9452 -0.6066 -1.434
C 1.0534 -1.6740 1.3318 0.490
C 0.7152 -2.1318 2.7165 -1.207
O 2.0959 -1.1999 0.9937 -0.407
H 0.4306 2.7914 -1.2956 0.284
H 1.4294 2.8455 -2.7505 0.407
H 2.0856 3.3630 -1.1993 0.295
H 2.3063 1.1153 -0.3787 -0.197
H 2.8620 1.0562 -2.0580 0.136
H 0.1650 -0.0802 -3.6535 0.332
H -0.7732 1.8025 0.2400 0.666
H 0.3855 0.9593 1.2113 -0.613
H -1.4273 -0.0853 2.5657 0.268
H -2.6520 0.5228 1.4714 0.131
H -2.4552 1.8586 3.5534 0.504
H -2.2432 2.8193 2.1050 0.344
H 0.1091 1.7236 3.6976 0.263
H -0.6409 3.2531 4.0848 0.459
H 0.0482 4.1522 2.0533 0.318
H 1.8844 1.1813 3.0621 0.103
H 3.2096 2.3050 3.3906 0.426
H 3.0567 1.5953 1.7952 0.176
H -1.7802 -1.3535 -2.1787 0.687
H -2.7097 -1.4474 0.6131 0.016
H -2.9302 -3.0713 -1.9104 0.078
H -2.4302 -3.5568 -0.2790 0.048
H -4.1281 -3.3555 -0.6392 0.543
H 1.3516 -2.7998 -1.0127 0.430
H 0.3074 -3.8896 -0.0658 0.275
H -0.3703 -2.9974 -1.4212 0.456
H -0.1260 -2.8202 2.7273 0.316
H 1.5960 -2.5906 3.1612 0.400
H 0.4536 -1.2575 3.3175 0.209
C 4.0419 6.4557 0.5682 0.924
Br 2.9110 7.6845 -0.3877 -0.038
Br 5.3725 5.6840 -0.5855 -0.021
Br 4.8360 7.2813 2.1092 -0.049
H 3.4136 5.6500 0.9195 -0.699
C 5.3707 1.6441 -4.5845 -0.356
Br 6.4476 1.3400 -6.1368 -0.022
Br 4.8305 3.4804 -4.4224 -0.005
Br 3.8355 0.4739 -4.5449 -0.009
H 5.9688 1.4067 -3.7163 0.391
C -3.5352 -5.5190 -4.6195 -0.382
Br -4.8103 -5.4696 -3.1837 -0.010
Br -1.8857 -4.6422 -4.1179 0.003
Br -3.2071 -7.3015 -5.2264 0.001
H -3.9490 -4.9552 -5.4434 0.423
C -4.4977 -4.8484 3.0036 -0.337
Br -4.7809 -3.0639 2.3318 0.013
Br -6.0393 -5.9469 2.7339 0.004
Br -2.9194 -5.6273 2.2205 -0.049
H -4.3245 -4.7697 4.0674 0.391